1.
A single C4H7NO molecule, computed with ωB97M-V with the def2-TZVPD basis set.

CARTESIAN COORDINATES (ANGSTROEM)
C (-1.0615, -0.5322, 1.2355)
C (-0.2640, -0.7755, -0.0249)
N (-0.5774, 0.0643, -1.1708)
C (0.7727, 0.1240, -0.6011)
C (1.1425, 1.4860, -0.0912)
O (1.7786, 2.2572, -0.7706)
H (-1.1781, 0.5357, 1.4465)
H (-0.5933, -1.0233, 2.0968)
H (-2.0658, -0.9523, 1.1026)
H (-0.0837, -1.8324, -0.2285)
H (-0.5653, -0.4436, -2.0505)
H (1.5828, -0.3403, -1.1644)
H (0.8174, 1.7725, 0.9287)

Calculated values
Relative energy (zero: lowest compared OMol25 entry of this formula, charge and spin) (kJ/mol): 204.3
2S+1: 1
Frontier orbital gap (eV): 10.56
HOMO level (eV): -9.67
Lowest unoccupied orbital energy (eV): 0.895

=====

2.
A single C4H7NO molecule, computed with ωB97M-V with the def2-TZVPD basis set.

CARTESIAN COORDINATES (ANGSTROEM)
O (-2.1975, -1.9259, 0.2115)
C (-1.1556, -1.0877, 0.4359)
C (0.7191, 2.2440, -0.2486)
N (1.0593, 1.1461, -0.7720)
C (1.0419, -0.0199, 0.0972)
C (-0.0777, -0.9234, -0.3273)
H (-1.9760, -2.4859, -0.5445)
H (-1.2992, -0.5206, 1.3532)
H (0.4859, 2.3553, 0.8216)
H (0.6328, 3.1308, -0.8768)
H (0.9153, 0.2435, 1.1626)
H (2.0025, -0.5409, 0.0002)
H (0.0012, -1.3878, -1.3098)

Calculated values
Relative energy (zero: lowest compared OMol25 entry of this formula, charge and spin) (kJ/mol): 210.2
2S+1: 1
Frontier orbital gap (eV): 9.95
HOMO level (eV): -8.96
Lowest unoccupied orbital energy (eV): 0.989

=====

3.
A single C4H7NO molecule, computed with ωB97M-V with the def2-TZVPD basis set.

CARTESIAN COORDINATES (ANGSTROEM)
C (1.6277, 0.0026, 0.5252)
C (0.3595, -0.1772, -0.3171)
C (-0.9991, -0.8771, 0.0771)
N (-1.6530, 0.4004, -0.1892)
C (-0.4944, 1.0899, -0.4487)
O (-0.2640, 2.2638, -0.6019)
H (2.0218, 1.0183, 0.3694)
H (1.4132, -0.0851, 1.5941)
H (2.4351, -0.6919, 0.2696)
H (0.5460, -0.6463, -1.2820)
H (-1.0653, -1.2371, 1.1089)
H (-1.3369, -1.6715, -0.6044)
H (-2.5905, 0.6113, -0.5012)

Calculated values
Relative energy (zero: lowest compared OMol25 entry of this formula, charge and spin) (kJ/mol): 101.8
2S+1: 1
Frontier orbital gap (eV): 10.66
HOMO level (eV): -9.70
Lowest unoccupied orbital energy (eV): 0.960

=====

- What is the formula in the second record?
  C4H7NO

=====

- The highest lowest unoccupied orbital energy belongs to which entry?
  number 2